Molecular formula: C78H172N3O5P3
Method: DFT, ωB97M-V/def2-TZVPD

CARTESIAN COORDINATES (ANGSTROEM)
C (18.41, 14.97, 4.31)
C (18.80, 13.68, 5.00)
C (20.28, 13.75, 5.52)
C (21.13, 13.06, 4.49)
N (22.63, 12.92, 4.75)
C (22.94, 12.22, 6.10)
C (24.23, 11.44, 5.85)
C (24.04, 10.82, 4.48)
C (23.40, 12.02, 3.73)
C (23.22, 14.36, 4.87)
H (18.55, 15.84, 4.94)
H (17.33, 14.98, 4.11)
H (18.85, 15.06, 3.32)
H (18.63, 12.79, 4.39)
H (18.19, 13.62, 5.90)
H (20.26, 13.16, 6.43)
H (20.56, 14.76, 5.84)
H (21.04, 13.52, 3.51)
H (20.83, 12.06, 4.21)
H (22.94, 12.92, 6.94)
H (22.16, 11.47, 6.20)
H (25.14, 12.03, 5.75)
H (24.46, 10.76, 6.67)
H (24.90, 10.40, 3.97)
H (23.29, 10.03, 4.51)
H (24.28, 12.63, 3.49)
H (22.88, 11.94, 2.78)
H (22.79, 14.75, 5.80)
H (22.93, 14.85, 3.94)
H (24.30, 14.27, 5.02)
C (21.81, 10.95, 20.78)
C (21.63, 12.52, 20.93)
C (20.35, 12.96, 20.24)
C (19.97, 14.41, 20.52)
N (18.54, 14.74, 20.01)
C (18.26, 16.26, 20.20)
C (17.31, 16.30, 21.40)
C (16.40, 15.02, 21.22)
C (17.47, 14.00, 20.74)
C (18.31, 14.50, 18.45)
H (22.52, 10.56, 21.51)
H (22.02, 10.54, 19.80)
H (20.95, 10.39, 21.15)
H (22.56, 13.03, 20.67)
H (21.54, 12.63, 22.01)
H (19.53, 12.29, 20.51)
H (20.47, 12.76, 19.18)
H (20.65, 15.12, 20.05)
H (19.78, 14.64, 21.57)
H (17.80, 16.67, 19.30)
H (19.21, 16.75, 20.40)
H (16.62, 17.15, 21.39)
H (17.84, 16.09, 22.33)
H (15.66, 15.25, 20.45)
H (15.86, 14.77, 22.13)
H (17.11, 13.17, 20.12)
H (17.88, 13.48, 21.60)
H (18.54, 13.45, 18.29)
H (19.07, 15.16, 18.03)
H (17.25, 14.67, 18.25)
C (11.66, 17.78, 9.46)
C (12.76, 18.68, 8.92)
C (12.49, 20.15, 8.85)
C (13.66, 20.76, 8.14)
N (13.60, 22.32, 8.28)
C (12.52, 22.87, 7.38)
C (13.04, 23.34, 6.01)
C (14.50, 22.90, 6.05)
C (14.83, 22.84, 7.50)
C (13.46, 22.84, 9.72)
H (12.10, 16.85, 9.82)
H (10.77, 17.68, 8.83)
H (11.25, 18.23, 10.36)
H (12.92, 18.27, 7.92)
H (13.61, 18.43, 9.55)
H (12.52, 20.39, 9.92)
H (11.53, 20.40, 8.39)
H (13.77, 20.50, 7.09)
H (14.60, 20.57, 8.65)
H (11.88, 23.55, 7.94)
H (11.87, 22.03, 7.13)
H (13.02, 24.42, 5.96)
H (12.48, 23.05, 5.12)
H (15.13, 23.66, 5.58)
H (14.75, 22.02, 5.46)
H (15.07, 23.77, 8.03)
H (15.71, 22.21, 7.61)
H (14.24, 22.29, 10.25)
H (12.47, 22.82, 10.17)
H (13.75, 23.89, 9.77)
C (17.54, 23.63, 29.93)
C (16.77, 23.54, 28.59)
C (17.58, 24.11, 27.39)
C (17.34, 25.69, 27.27)
P (18.23, 26.45, 25.86)
C (20.04, 26.41, 26.25)
C (20.48, 27.22, 27.44)
C (22.02, 27.03, 27.69)
C (22.54, 28.06, 28.72)
C (18.17, 25.31, 24.28)
C (18.79, 25.99, 22.99)
C (18.95, 24.92, 21.88)
C (17.78, 24.40, 21.20)
C (17.72, 28.16, 25.26)
C (17.84, 29.16, 26.43)
C (16.62, 30.11, 26.58)
C (16.77, 31.27, 27.55)
H (16.84, 23.34, 30.72)
H (18.09, 24.55, 30.11)
H (18.37, 22.94, 30.04)
H (15.84, 24.09, 28.69)
H (16.50, 22.49, 28.47)
H (17.34, 23.50, 26.52)
H (18.62, 23.89, 27.65)
H (17.70, 26.20, 28.16)
H (16.27, 25.75, 27.10)
H (20.43, 26.85, 25.33)
H (20.26, 25.37, 26.50)
H (19.90, 26.85, 28.28)
H (20.28, 28.28, 27.25)
H (22.53, 27.22, 26.75)
H (22.19, 25.98, 27.94)
H (22.26, 29.05, 28.35)
H (23.60, 28.09, 28.96)
H (22.09, 28.04, 29.71)
H (17.15, 24.93, 24.14)
H (18.72, 24.39, 24.50)
H (19.78, 26.38, 23.18)
H (18.23, 26.87, 22.70)
H (19.49, 24.17, 22.46)
H (19.57, 25.27, 21.06)
H (18.06, 23.55, 20.57)
H (17.34, 25.09, 20.48)
H (16.98, 24.01, 21.83)
H (16.69, 28.19, 24.89)
H (18.34, 28.48, 24.43)
H (18.73, 29.77, 26.32)
H (17.95, 28.64, 27.39)
H (15.91, 29.38, 26.97)
H (16.29, 30.58, 25.66)
H (17.57, 31.96, 27.28)
H (17.17, 30.88, 28.49)
H (15.83, 31.77, 27.76)
C (19.25, 34.11, 20.02)
C (19.25, 34.41, 18.56)
C (20.01, 33.38, 17.65)
C (20.11, 33.68, 16.17)
P (19.25, 32.62, 15.15)
C (17.43, 32.48, 15.55)
C (17.00, 31.75, 16.85)
C (15.57, 31.33, 16.93)
C (14.59, 32.50, 16.77)
C (20.00, 30.96, 15.18)
C (19.42, 30.07, 14.10)
C (20.48, 28.85, 13.97)
C (19.83, 27.63, 13.34)
C (19.39, 33.31, 13.48)
C (20.77, 33.24, 12.93)
C (20.82, 33.83, 11.53)
C (22.15, 34.64, 11.11)
H (19.54, 33.06, 20.07)
H (18.27, 34.25, 20.49)
H (19.95, 34.61, 20.69)
H (19.71, 35.39, 18.43)
H (18.27, 34.47, 18.10)
H (19.65, 32.40, 17.98)
H (21.02, 33.43, 18.04)
H (21.14, 33.55, 15.82)
H (19.67, 34.66, 16.00)
H (17.04, 31.91, 14.70)
H (17.15, 33.53, 15.43)
H (17.28, 32.29, 17.75)
H (17.66, 30.89, 16.88)
H (15.40, 30.92, 17.92)
H (15.40, 30.51, 16.23)
H (14.73, 33.32, 17.48)
H (13.57, 32.19, 16.99)
H (14.63, 32.82, 15.72)
H (19.84, 30.63, 16.21)
H (21.07, 31.16, 15.11)
H (19.27, 30.51, 13.12)
H (18.42, 29.71, 14.38)
H (20.80, 28.63, 14.99)
H (21.37, 29.11, 13.41)
H (20.41, 26.76, 13.64)
H (19.79, 27.68, 12.26)
H (18.80, 27.51, 13.66)
H (19.00, 34.33, 13.49)
H (18.75, 32.78, 12.77)
H (21.23, 32.25, 12.99)
H (21.44, 33.80, 13.58)
H (20.03, 34.58, 11.44)
H (20.63, 33.01, 10.84)
H (22.20, 35.63, 11.57)
H (22.28, 34.70, 10.03)
H (23.08, 34.10, 11.31)
C (30.83, 7.95, 10.51)
C (30.45, 6.55, 11.01)
C (29.09, 6.51, 11.84)
C (28.35, 5.20, 11.75)
P (27.00, 4.90, 12.93)
C (28.02, 4.53, 14.50)
C (28.08, 5.66, 15.61)
C (28.80, 5.14, 16.91)
C (28.94, 6.22, 17.91)
C (25.83, 6.34, 13.14)
C (26.27, 7.80, 13.18)
C (25.35, 8.79, 13.67)
C (24.00, 8.96, 13.03)
C (26.13, 3.36, 12.40)
C (27.04, 2.16, 12.06)
C (26.05, 0.98, 11.60)
C (25.29, 1.22, 10.25)
H (30.06, 8.21, 9.78)
H (31.80, 7.95, 10.02)
H (30.74, 8.81, 11.17)
H (31.25, 6.13, 11.62)
H (30.26, 5.92, 10.14)
H (28.50, 7.37, 11.51)
H (29.33, 6.66, 12.90)
H (29.03, 4.38, 11.95)
H (28.03, 5.17, 10.71)
H (29.03, 4.27, 14.19)
H (27.54, 3.70, 15.01)
H (27.06, 6.02, 15.78)
H (28.68, 6.49, 15.24)
H (29.83, 4.83, 16.73)
H (28.23, 4.34, 17.40)
H (29.38, 7.19, 17.64)
H (29.53, 5.81, 18.73)
H (27.96, 6.40, 18.34)
H (25.12, 6.07, 13.92)
H (25.24, 6.32, 12.22)
H (26.51, 8.02, 12.14)
H (27.23, 7.88, 13.70)
H (25.87, 9.74, 13.79)
H (25.19, 8.51, 14.71)
H (24.08, 8.75, 11.97)
H (23.50, 9.93, 13.06)
H (23.21, 8.26, 13.32)
H (25.59, 3.69, 11.51)
H (25.47, 3.14, 13.23)
H (27.66, 1.93, 12.92)
H (27.72, 2.38, 11.23)
H (25.29, 0.78, 12.35)
H (26.66, 0.08, 11.48)
H (24.82, 2.20, 10.16)
H (24.44, 0.54, 10.11)
H (25.99, 1.22, 9.42)
C (14.53, 10.43, 12.92)
C (13.37, 10.24, 13.85)
O (13.54, 10.52, 15.05)
O (12.31, 9.76, 13.42)
H (14.43, 9.74, 12.08)
H (15.54, 10.29, 13.29)
H (14.53, 11.44, 12.50)
O (18.58, 16.72, 11.49)
C (18.84, 17.99, 11.68)
O (19.36, 18.71, 10.81)
O (18.53, 18.41, 12.79)
H (18.07, 16.75, 12.31)

Computed properties:
Strongest force on any atom: 5.48 eV Å⁻¹
Highest occupied orbital energy: -8.03 eV
Kohn-Sham gap: 3.01 eV
Charge: +4